# C13H19AuCl2N3OSSeSi

C13H19AuCl2N3OSSeSi as an isolated structure at a distorted geometry (wB97M-V/def2-TZVPD, the Open Molecules 2025 dataset).

HOMO (spin up / spin down)   -0.409 / -0.409 Eh
2S+1   1
Frontier orbital gap (spin up / spin down)   5.629 / 5.636 eV
Total charge   +1
Maximum force   0.0414 hartree/bohr
ΔE to the lowest compared entry with this formula, charge and spin   106.05 kJ/mol

Geometry (Å):
Au: -0.102 -0.462 -0.031
Cl: 2.215 -0.889 0.108
C: 2.698 -0.353 1.698
C: 4.018 -0.598 2.023
C: 4.495 -0.252 3.275
C: 3.654 0.333 4.205
C: 2.347 0.620 3.864
Cl: 1.342 1.418 5.008
C: 1.821 0.290 2.588
S: 0.177 0.749 2.244
H: 4.671 -1.060 1.296
H: 5.533 -0.434 3.517
H: 4.007 0.577 5.197
C: -1.598 5.116 0.212
Si: 0.287 5.030 0.319
C: 1.144 5.565 -1.269
C: 0.976 5.881 1.841
Se: 0.874 2.749 0.315
H: -1.951 6.095 0.543
H: -2.068 4.362 0.843
H: -1.931 4.976 -0.819
H: 1.069 6.646 -1.400
H: 0.708 5.079 -2.142
H: 2.202 5.302 -1.232
H: 0.808 6.957 1.764
H: 2.050 5.714 1.923
H: 0.502 5.526 2.756
C: -5.451 1.324 -0.590
N: -4.283 0.488 -0.400
C: -4.343 -0.875 0.096
C: -2.875 -1.279 0.071
O: -2.371 -2.323 0.393
N: -2.156 -0.171 -0.360
C: -3.006 0.835 -0.584
N: -2.604 2.042 -0.956
H: -6.319 0.683 -0.719
H: -5.342 1.923 -1.494
H: -5.625 1.979 0.266
H: -4.966 -1.519 -0.525
H: -4.716 -0.912 1.122
H: -1.613 2.238 -1.013
H: -3.259 2.793 -1.086

Atom charges from the natural (NBO) analysis, given in e for atoms 1 to 2:
1 Au 0.655
2 Cl 0.098